Formula: C24H46B2F8N6O4
Source: the Open Molecules 2025 dataset
Level of theory: ωB97M-V/def2-TZVPD

## Properties
HOMO-LUMO gap = 4.28 eV
LUMO energy = -11.52 eV
total charge = +4

Cartesian coordinates (Å):
F (1.329516, 2.498084, -3.815003)
F (1.826706, 2.971084, -1.687153)
F (-5.191904, 3.312984, -3.845753)
F (-3.212644, 4.006334, -3.638253)
F (2.482506, 1.023424, -2.570243)
F (0.249016, 1.467954, -2.191603)
F (-4.866164, 5.405784, -4.164403)
F (-4.014164, 3.917784, -5.796323)
O (-5.578234, 6.104364, 1.809857)
O (6.766426, 4.128994, -5.054393)
O (3.415946, -5.669226, -1.811163)
O (-3.837414, -1.224856, -5.819103)
N (1.233506, -0.066476, 4.014207)
N (4.326926, -5.413006, 0.434987)
N (-1.904654, 0.276724, -5.530333)
N (-2.651354, -5.339406, 6.903637)
N (5.490876, 4.083214, -2.936143)
N (-4.306154, 4.628804, 0.366627)
C (-1.064004, 0.459044, -6.848883)
C (6.061946, 2.018324, -4.328703)
C (-0.299664, -2.135036, 5.147357)
C (-2.444314, -3.678776, 5.189467)
C (-1.548714, -4.902756, 7.539407)
C (-2.954644, 5.315214, 0.663567)
C (3.291686, -5.743226, 1.529987)
C (-1.197324, -3.190346, 5.795057)
C (-5.502444, 5.561074, 0.688867)
C (-1.962404, -2.122396, -4.631033)
C (4.668136, 5.367114, -3.424463)
C (-2.710304, -1.053176, -5.351903)
C (1.733316, -0.784826, 5.014977)
C (-3.085844, -4.779686, 5.775357)
C (6.197936, 3.463454, -4.159073)
C (-0.739674, -1.323776, 4.065357)
C (-0.817764, -3.868816, 6.995607)
C (3.693026, -3.364386, -1.044333)
C (0.992726, -1.783646, 5.639857)
C (2.054616, 0.808354, 3.294627)
C (-3.263874, -6.656306, 7.309017)
C (3.661666, -4.913196, -0.872603)
C (0.041866, -0.317446, 3.499497)
C (-6.673814, 5.813254, -0.352583)
B (-4.315144, 4.165654, -4.403673)
B (1.468466, 1.998664, -2.569643)
H (-2.761334, -2.853296, -4.506213)
H (4.932736, -4.788596, 0.948017)
H (0.135936, -3.625856, 7.440387)
H (-1.110834, -5.589276, 8.248877)
H (2.747606, 1.183764, 4.047577)
H (-1.122554, -2.523366, -5.198463)
H (5.462946, 6.068424, -3.678503)
H (-1.728244, -1.477746, 3.658617)
H (-0.621844, 1.451684, -6.763703)
H (4.870486, 3.314424, -2.725943)
H (2.767346, -6.638746, 1.196487)
H (-2.500284, 1.078794, -5.382033)
H (-2.144524, 4.629274, 0.415977)
H (6.526126, 1.601884, -5.222703)
H (-4.554424, 4.275974, -0.546593)
H (-3.973124, -5.194516, 5.320337)
H (-1.380784, 0.465654, -4.687743)
H (2.648546, -3.093966, -1.199253)
H (-2.495714, -7.175006, 7.882587)
H (3.839736, -6.084836, 2.408077)
H (-0.266584, 0.136394, 2.569287)
H (1.432416, 1.595034, 2.867887)
H (4.279736, -3.241326, -1.954693)
H (-3.456754, -7.150226, 6.356677)
H (-6.783494, 5.022984, -1.095243)
H (-1.675924, 0.300494, -7.736863)
H (-6.726274, 6.727884, -0.943173)
H (3.983496, 5.819144, -2.706783)
H (4.917266, -6.212046, 0.252967)
H (-1.645164, -1.931426, -3.605853)
H (6.151666, 1.330024, -3.488303)
H (-2.818694, 6.147184, -0.027413)
H (-4.511074, 3.769494, 0.856207)
H (-4.183184, -6.450046, 7.857137)
H (2.506986, 0.056914, 2.647467)
H (1.412676, -2.251206, 6.518167)
H (-2.846054, -3.299786, 4.261367)
H (-0.377414, -0.387526, -6.850923)
H (-7.519514, 5.711574, 0.327527)
H (2.699236, -0.413726, 5.324277)
H (4.105846, 5.085374, -4.314703)
H (2.641206, -4.880216, 1.672097)
H (6.014706, 4.257984, -2.090483)
H (5.023166, 1.950184, -4.651813)
H (4.139526, -2.769196, -0.247773)
H (-2.879754, 5.586454, 1.716617)

Cartesian forces, eV/Å:
F 0.097 0.734 -2.022
F 0.729 1.409 1.354
F -2.385 -2.841 0.339
F 3.248 -0.070 1.130
F 0.570 -0.827 0.124
F -1.022 -1.060 0.604
F 0.012 1.571 -0.472
F -0.243 -0.039 1.187
O 1.370 -2.861 -4.380
O -2.830 -1.573 4.626
O 0.673 2.025 4.588
O 4.318 1.643 1.458
N -2.060 -1.446 0.570
N -1.286 -0.641 1.125
N -0.787 0.049 -0.717
N 0.315 -0.713 0.212
N -1.827 0.713 -1.904
N -1.109 1.094 0.505
C -0.553 -0.948 1.170
C -1.394 -1.225 -0.171
C 0.171 1.222 0.085
C 2.025 0.057 1.446
C 0.277 -0.364 -1.348
C 0.104 -0.928 -0.840
C 0.355 -1.249 -0.836
C -1.469 -1.376 -0.155
C -2.332 3.892 3.145
C -0.792 -0.600 0.473
C 1.115 -0.394 -0.137
C -2.911 -0.399 -1.534
C -0.576 -0.127 1.136
C 0.206 1.704 -0.555
C 4.263 2.505 -4.357
C -0.117 -0.600 0.486
C 0.220 1.221 -1.225
C -0.522 -1.564 0.303
C -0.634 -0.168 -0.425
C 1.505 0.729 0.026
C 0.279 0.725 -0.393
C 0.921 0.002 -4.072
C -1.518 -1.975 0.596
C 0.794 -1.828 0.803
B -0.397 0.968 -1.536
B -0.088 -0.523 0.027
H 0.404 -0.507 -0.249
H 0.419 1.059 -0.734
H -0.106 -0.042 0.278
H -0.275 0.369 0.591
H 0.374 0.489 -0.709
H -0.091 0.064 -0.109
H -0.223 -0.023 -0.121
H 0.012 0.013 -0.144
H 0.091 -0.302 -0.227
H -0.924 -0.077 0.606
H -0.382 0.346 -0.152
H -1.419 0.597 -0.979
H -0.270 -0.263 0.019
H 0.746 0.578 0.302
H 1.068 0.558 -1.597
H -0.034 -0.117 0.045
H 1.412 -0.688 0.325
H 0.161 0.399 -0.252
H -0.461 -0.147 0.050
H 0.010 0.570 0.107
H 0.080 0.511 0.195
H 0.588 -0.112 -0.381
H -0.244 0.219 -0.087
H -0.139 -0.326 0.388
H 0.343 -0.244 -0.021
H -0.450 0.499 0.394
H 0.643 0.323 0.608
H 0.326 -0.690 0.470
H -0.003 -0.824 -0.394
H 0.212 0.736 -0.168
H 0.152 0.411 0.224
H -0.477 0.102 0.257
H 0.505 -0.201 1.260
H 0.151 -0.236 0.083
H 0.717 1.261 -0.943
H 0.145 -0.065 -0.097
H 0.028 0.069 0.044
H 0.427 0.467 0.172
H -0.189 0.434 -0.228
H 0.128 -0.481 0.403
H 0.219 -0.195 0.132
H 0.198 -0.198 0.067
H 0.769 0.273 0.004
H -0.718 -0.283 0.236
H -0.090 -0.332 0.142
H -0.547 0.083 -0.251